56
Properties=species:S:1:pos:R:3:forces:R:3:mulliken_spin:R:1 method="wB97M-V/def2-TZVPD" homo_lumo_gap_ev="9.3 / 9.4" lumo_ha="-0.0766 / -0.0773" e_tot_ha=-3313.629370 spin_multiplicity=6 e_above_lowest_kcal_mol=0.00 total_charge=+1 homo_ev="-11.4131 / -11.4645"
Mn 0.639 0.237 0.063 0.0 0.0 0.0 4.786
C 3.175 -1.459 0.981 0.0 0.0 0.0 -0.014
N 2.865 -0.716 -0.233 0.0 0.0 0.0 0.033
C 2.800 -1.459 -1.486 0.0 0.0 0.0 -0.006
C 1.992 -0.642 -2.451 0.0 0.0 0.0 0.029
N 1.156 0.286 -2.056 0.0 0.0 0.0 0.028
C 0.536 0.766 -3.210 0.0 0.0 -0.1 -0.007
C -0.451 1.737 -3.366 0.0 0.0 0.0 0.001
C -0.879 1.991 -4.653 0.0 0.0 0.0 0.000
C -0.343 1.310 -5.759 0.0 0.0 0.0 0.000
C 0.634 0.345 -5.613 0.0 0.0 0.0 0.000
C 1.054 0.088 -4.315 0.0 0.0 0.0 -0.013
N 1.987 -0.801 -3.791 0.0 0.0 0.0 0.006
C 2.595 -0.698 2.137 0.0 0.0 0.0 0.047
N 1.602 0.142 1.995 0.0 0.1 0.0 0.041
C 1.290 0.597 3.273 0.0 0.0 0.0 -0.008
C 0.304 1.484 3.693 0.0 0.0 0.0 -0.007
C 0.234 1.746 5.046 0.0 0.0 0.0 -0.001
C 1.114 1.144 5.960 0.0 0.0 0.0 0.001
C 2.090 0.256 5.552 0.0 0.0 0.0 -0.001
C 2.154 -0.004 4.189 0.0 0.0 0.0 -0.011
N 2.978 -0.824 3.425 0.0 0.0 0.0 0.005
H 4.245 -1.637 1.130 0.0 0.0 0.0 -0.001
H 2.683 -2.433 0.924 0.0 0.0 0.0 -0.002
H 3.481 0.083 -0.330 0.0 0.0 0.0 0.007
H 2.272 -2.398 -1.301 0.0 0.0 0.0 -0.003
H 3.780 -1.703 -1.910 0.0 0.0 0.0 -0.001
H -0.876 2.255 -2.516 0.0 0.0 0.0 0.004
H -1.648 2.733 -4.815 0.0 0.0 0.0 0.000
H -0.708 1.547 -6.749 0.0 0.0 0.0 0.000
H 1.043 -0.181 -6.466 0.0 0.0 0.0 0.000
H 2.553 -1.452 -4.310 0.0 0.0 0.0 0.000
H -0.379 1.930 2.981 0.0 0.0 0.0 0.008
H -0.516 2.431 5.418 0.0 0.0 0.0 0.000
H 1.023 1.381 7.011 0.0 0.0 0.0 0.000
H 2.764 -0.208 6.260 0.0 0.0 0.0 0.000
H 3.722 -1.410 3.765 0.0 0.0 0.0 -0.001
N -4.206 -0.741 0.223 0.0 0.0 0.0 -0.001
C -2.799 -0.445 -0.248 0.0 0.0 0.0 0.008
C -2.719 -0.809 -1.729 0.0 0.0 0.0 0.002
P -1.741 -1.617 0.721 0.0 0.0 0.0 -0.019
O -1.549 -0.894 2.146 0.0 0.1 0.1 0.005
O -2.562 -2.844 0.857 0.0 0.0 -0.1 0.004
O -0.388 -1.577 0.051 0.1 -0.1 0.0 0.029
P -2.463 1.358 -0.024 0.0 0.0 0.0 0.009
O -3.149 1.580 1.433 0.0 0.0 0.0 0.001
O -3.186 2.128 -1.052 0.0 0.0 0.0 0.003
O -0.963 1.476 0.120 0.0 0.1 0.0 0.035
H -4.245 -1.760 0.398 0.0 0.0 0.0 0.000
H -4.897 -0.450 -0.470 0.0 0.0 0.0 0.000
H -4.385 -0.234 1.095 0.0 0.0 0.0 0.000
H -2.932 -1.870 -1.881 0.0 0.0 0.0 0.000
H -1.715 -0.613 -2.101 0.0 0.0 0.0 0.003
H -3.410 -0.194 -2.307 0.0 0.0 0.0 0.000
H -1.989 -1.354 2.870 0.0 -0.1 0.0 0.000
H -3.666 2.397 1.426 0.0 0.0 0.0 0.000

=====

48
Properties=species:S:1:pos:R:3:forces:R:3:mulliken_charge:R:1 method="wB97M-V/def2-TZVPD" homo_lumo_gap_ev=8.8 lumo_ha=-0.0059 e_tot_ha=-1487.213780 spin_multiplicity=1 e_above_lowest_kcal_mol=468.49 total_charge=0 homo_ev=-8.9676
N 2.263 1.193 -0.672 3.4 -6.3 -14.1 -0.205
S 1.176 1.761 -1.759 4.9 4.0 -1.7 1.297
O 0.730 2.967 -1.123 -1.1 0.1 -0.6 -0.595
O 1.840 1.844 -3.075 -0.7 -0.4 2.1 -0.757
C 0.046 0.629 -1.878 -8.8 3.4 3.8 0.393
C -1.317 1.086 -1.205 2.8 -13.7 -6.7 -1.200
C -2.392 0.199 -1.167 12.8 -5.3 -6.1 -1.121
C -1.898 -1.293 -1.576 -4.2 2.8 -1.2 0.548
C -0.657 -1.546 -2.102 -5.7 -3.3 1.3 -0.774
C 0.201 -0.608 -2.215 5.9 2.4 -0.8 -0.388
H 1.227 -0.756 -2.381 1.3 -1.1 -1.1 0.409
H -0.422 -2.511 -2.402 0.3 -1.8 -0.4 0.544
C -2.987 -2.374 -1.665 -1.6 3.4 5.3 -1.124
H -4.054 -2.009 -1.714 1.4 -0.3 -1.8 0.317
H -2.630 -3.230 -2.116 0.0 -1.8 -1.1 0.533
C -3.271 -2.700 0.002 4.3 -5.8 -6.6 -1.169
N -1.996 -2.869 0.528 1.3 6.1 6.5 -0.022
C -0.973 -3.617 0.213 0.9 -4.2 -1.0 0.523
O -1.048 -4.680 -0.531 0.0 3.9 1.8 -0.721
C 0.359 -3.443 1.013 0.2 -1.2 -3.4 -0.559
N 0.660 -2.526 1.974 -5.4 1.9 7.9 -0.247
H -0.246 -2.497 2.820 3.2 -1.0 -2.6 0.377
C 0.657 -1.135 1.709 -0.9 2.8 -4.0 0.265
C 0.589 -0.129 2.923 5.0 -10.6 2.4 -1.440
C 1.084 1.068 2.579 -14.5 2.8 -2.5 0.739
C -0.289 1.854 2.075 4.6 6.6 -2.2 -0.659
C -0.171 3.295 1.539 2.2 -7.8 5.3 -0.703
C 1.128 3.813 1.913 -14.1 12.1 -7.1 -0.168
C 2.140 3.292 2.156 15.7 -10.3 4.1 -0.492
C 2.001 1.837 2.476 13.4 3.9 1.7 0.330
H 3.010 1.218 2.913 -1.9 2.0 -1.2 0.007
H 3.298 3.624 2.153 -3.3 -0.2 0.1 0.215
H 1.162 4.903 1.536 0.2 -1.2 1.0 0.183
H -1.000 3.866 1.289 -1.2 0.9 -0.7 0.582
H -1.231 1.502 1.975 -2.7 -2.0 0.0 0.515
H -0.247 -0.456 3.586 0.5 1.4 -0.5 0.332
H 1.674 -0.661 3.436 -2.9 1.0 -0.2 0.246
H -0.338 -0.682 0.978 2.7 -1.4 1.4 -0.660
H 1.633 -1.026 1.092 -1.6 0.8 0.7 0.273
H 1.161 -3.156 0.319 -0.3 -0.9 -1.0 0.356
H 0.527 -4.477 1.302 0.4 0.0 0.4 0.323
H -1.816 -1.907 1.414 0.1 -4.1 -3.7 0.343
H -3.622 -3.713 -0.024 -1.4 -0.4 0.0 0.460
H -3.848 -2.065 0.444 -3.2 3.9 2.7 0.636
H -3.120 0.312 -0.621 -8.1 1.3 5.1 0.633
H -1.515 1.868 -0.855 -1.7 12.2 4.9 1.311
H 3.203 1.240 -1.165 -1.5 -0.1 1.4 0.316
H 2.191 1.531 0.093 -1.0 5.6 12.3 -0.002

=====

49
Properties=species:S:1:pos:R:3:forces:R:3:mulliken_charge:R:1 method="wB97M-V/def2-TZVPD" smiles="O=C(Nc1nc2ccc(S(=O)(=O)N3CCCC3)cc2s1)C1CCCCC1" homo_lumo_gap_ev=9.2 lumo_ha=0.0152 e_tot_ha=-1886.114263 spin_multiplicity=1 e_above_lowest_kcal_mol=0.00 total_charge=0 homo_ev=-8.7399
O 2.581 0.290 -2.297 0.2 0.3 -0.2 -0.689
C 3.025 -0.809 -2.057 0.3 -0.6 -0.1 0.337
N 2.247 -1.749 -1.421 0.1 -0.2 0.0 -0.074
C 0.971 -1.485 -1.010 -0.6 0.6 0.1 0.445
N 0.245 -2.356 -0.404 0.7 -0.6 -0.1 -0.732
C -0.983 -1.843 -0.101 -0.5 0.7 -0.1 -0.116
C -2.005 -2.527 0.554 0.1 0.1 -0.1 -0.713
C -3.194 -1.869 0.792 -0.2 -0.1 0.1 -0.108
C -3.362 -0.552 0.382 -0.5 0.3 0.2 -0.251
S -4.900 0.300 0.706 0.6 0.0 -0.1 1.455
O -5.775 -0.580 1.433 0.1 -0.1 0.2 -0.671
O -5.390 0.879 -0.510 0.1 0.2 -0.1 -0.777
N -4.316 1.565 1.665 -0.1 -0.7 -0.9 -0.073
C -4.111 1.148 3.038 0.2 -0.3 0.6 -0.686
C -5.442 1.401 3.772 0.0 -0.1 0.1 -0.513
C -6.217 2.361 2.852 0.0 0.1 0.0 -0.526
C -5.220 2.700 1.734 -0.5 0.4 -0.2 -0.835
C -2.371 0.150 -0.271 0.1 0.1 -0.1 -0.819
C -1.175 -0.502 -0.512 0.1 -0.4 0.1 0.663
S 0.262 0.094 -1.302 -0.4 -0.2 0.2 -0.156
C 4.413 -1.308 -2.405 0.3 0.1 -0.2 0.348
C 5.223 -1.593 -1.130 -0.2 0.1 0.1 -1.005
C 5.545 -0.300 -0.387 0.3 -0.1 -0.1 -0.556
C 6.339 0.639 -1.289 -0.2 0.2 0.1 -0.749
C 5.536 0.963 -2.544 0.2 0.0 0.0 -0.491
C 5.161 -0.311 -3.296 -0.3 0.1 0.1 -1.221
H 2.591 -2.680 -1.233 0.0 0.1 0.0 0.293
H -1.850 -3.548 0.860 0.0 -0.1 0.0 0.452
H -4.018 -2.354 1.292 -0.1 -0.1 0.1 0.536
H -3.304 1.755 3.458 0.0 -0.1 0.0 0.399
H -3.812 0.100 3.052 0.1 0.0 0.2 0.317
H -5.985 0.466 3.886 0.0 0.0 0.1 0.230
H -5.268 1.830 4.758 0.0 0.0 0.0 0.359
H -7.082 1.855 2.426 -0.1 0.0 0.0 0.243
H -6.554 3.255 3.373 -0.1 0.0 0.0 0.401
H -4.628 3.586 1.982 0.0 -0.1 -0.1 0.356
H -5.685 2.833 0.760 0.0 0.2 0.1 0.424
H -2.547 1.168 -0.577 0.0 0.2 0.0 0.438
H 4.281 -2.248 -2.956 0.0 0.1 0.1 0.387
H 4.681 -2.277 -0.472 0.1 -0.1 0.0 0.466
H 6.156 -2.082 -1.420 0.0 -0.1 0.0 0.467
H 4.616 0.188 -0.083 0.0 0.0 0.1 0.310
H 6.116 -0.530 0.514 -0.1 0.0 0.0 0.353
H 6.574 1.560 -0.751 0.1 0.0 0.0 0.333
H 7.282 0.163 -1.566 0.1 0.0 0.0 0.321
H 4.627 1.496 -2.268 0.0 0.1 0.0 0.278
H 6.119 1.610 -3.203 0.0 0.0 0.0 0.355
H 4.536 -0.056 -4.154 0.1 -0.1 -0.1 0.349
H 6.068 -0.795 -3.668 0.0 0.0 0.0 0.449

=====

49
Properties=species:S:1:pos:R:3:forces:R:3:mulliken_charge:R:1 method="wB97M-V/def2-TZVPD" homo_lumo_gap_ev=8.1 lumo_ha=0.0212 e_tot_ha=-1239.431590 spin_multiplicity=1 e_above_lowest_kcal_mol=512.18 total_charge=0 homo_ev=-7.5534
C 6.987 1.752 1.027 2.2 -2.2 -4.5 -0.729
C 7.258 1.107 -0.205 -3.7 2.8 3.6 -0.266
C 6.165 0.777 -1.156 -3.0 -3.7 -0.7 -0.511
N 4.760 1.132 -0.769 0.3 -6.4 -0.1 -0.204
C 3.717 0.201 -0.523 -0.2 8.1 3.4 0.441
O 3.627 -0.928 -0.322 0.8 -5.6 -0.8 -0.558
C 2.380 1.070 0.229 12.4 12.7 -7.8 0.603
O 2.460 2.438 -0.067 -0.4 -5.6 2.6 -0.787
N 1.409 0.441 0.356 -6.9 -9.6 3.4 0.296
C 0.185 0.829 0.798 -4.2 5.8 -3.8 -1.609
H 0.061 2.158 0.696 0.5 -4.2 -0.2 0.248
H -0.149 0.737 1.755 0.1 -1.0 3.0 0.601
C -0.865 0.023 -0.228 -4.0 8.5 14.4 -2.593
N -0.689 -1.160 -0.010 -1.2 -13.6 -1.3 0.404
C -1.225 -1.972 -1.338 -4.5 -10.2 16.6 -1.919
H -0.897 -1.517 -1.989 5.8 7.7 -12.2 1.436
C -0.689 -3.566 -1.096 0.0 4.2 -5.1 -0.454
O -1.199 -4.097 0.108 2.0 1.6 -1.5 -0.338
C -0.605 -3.237 1.096 -9.7 -1.9 4.6 -0.899
C -1.232 -1.848 1.274 -5.0 -5.1 -11.9 -0.904
H -0.857 -1.391 1.946 4.8 5.6 9.1 0.777
H -2.423 -1.795 1.358 2.6 -0.4 -0.4 0.251
H -1.103 -3.766 2.084 1.3 0.9 -1.9 0.330
H 0.328 -3.300 1.360 5.8 -0.3 0.0 0.524
H -1.127 -3.813 -2.224 1.0 -1.2 3.3 0.328
H 0.459 -3.388 -1.200 -1.8 -1.2 0.6 0.281
H -2.307 -2.133 -1.249 0.1 0.8 -0.3 0.327
C -2.273 0.827 0.092 -1.1 -3.4 3.9 1.113
C -2.908 0.810 1.509 8.9 -0.8 -1.7 -0.433
C -4.123 1.167 1.686 -8.8 3.7 0.2 -0.517
C -4.941 1.483 0.458 4.0 -2.7 -1.3 0.574
C -4.475 1.167 -0.905 1.9 1.5 7.8 0.472
C -3.104 0.882 -0.974 -1.0 -0.4 -3.7 -0.955
H -2.782 0.586 -2.019 0.3 0.5 1.2 0.309
O -5.468 1.355 -1.691 -1.4 1.6 -4.2 -0.517
C -6.542 1.960 -0.909 -1.7 -13.0 -6.4 -0.507
O -6.247 1.726 0.259 1.6 -0.5 11.4 -0.371
H -6.921 2.790 -0.955 -3.1 9.8 -2.7 0.565
H -7.406 1.081 -1.146 1.1 2.7 -0.2 0.151
H -4.663 1.476 2.703 1.4 -1.2 -2.2 0.226
H -2.116 0.637 2.421 -2.4 0.5 -2.3 0.038
H -0.750 0.554 -0.901 3.2 6.9 -13.3 2.804
H 1.487 -0.627 0.365 0.3 1.5 -0.4 0.128
H 4.496 2.020 -0.635 -1.5 4.0 0.5 0.296
H 6.133 1.091 -2.217 1.4 -0.1 0.5 0.391
H 6.103 -0.472 -1.158 0.3 3.1 -0.3 0.206
H 8.178 0.745 -0.505 2.0 -0.5 -0.2 0.409
H 7.903 1.881 1.601 -0.7 0.3 0.6 0.252
H 5.988 2.109 1.211 0.1 0.1 0.5 0.286